Entry 1:
47
Properties=species:S:1:pos:R:3:forces:R:3 method="wB97M-V/def2-TZVPD" e_lumo_ev="-0.8 / -2.0" homo_ev="-7.03 / -7.45" homo_lumo_gap_ev="6.19 / 5.40" spin_multiplicity=5 e_tot_ev=-361851.52675
Os -0.971 -0.531 -0.127 -1.33 0.12 0.19
Se 3.658 -1.762 -2.099 -0.30 -0.05 0.59
Sb 2.079 -2.695 -0.438 0.90 -0.95 -0.28
Se -0.094 -1.526 -1.936 0.54 -0.40 -1.33
Se 0.098 -1.792 1.390 0.75 -0.55 1.16
Se 3.883 -2.310 1.244 -0.08 0.12 -0.33
F -5.835 -5.719 0.653 0.14 -0.04 0.09
C -6.032 -4.677 -0.168 -0.21 -0.21 0.04
F -7.181 -4.101 0.199 -0.04 0.22 0.06
F -6.215 -5.177 -1.397 0.12 0.04 -0.15
C -4.866 -3.723 -0.122 0.05 0.19 0.04
C -4.962 -2.499 0.525 0.09 -0.33 -0.19
C -3.854 -1.671 0.528 -0.30 0.13 0.18
N -2.705 -2.000 -0.058 0.22 0.38 -0.06
C -2.606 -3.204 -0.633 0.19 -0.23 -0.25
C -3.662 -4.089 -0.709 -0.19 0.21 0.25
H -5.873 -2.185 1.009 -0.06 0.00 0.02
H -3.902 -0.716 1.040 0.13 -0.06 -0.12
H -1.644 -3.465 -1.066 -0.18 0.13 0.10
H -3.546 -5.035 -1.213 0.03 -0.06 -0.02
O -2.191 0.894 1.069 0.31 -0.65 0.86
C -2.641 1.337 -0.002 -1.69 1.83 0.05
O -2.240 0.948 -1.112 0.07 -0.43 -0.84
H -3.436 2.109 0.037 0.25 -0.15 -0.04
C 0.012 2.971 0.143 -0.07 0.39 0.12
As 0.700 1.195 -0.181 1.06 0.43 -0.15
C 1.543 1.479 -1.914 0.05 0.19 -0.15
C 2.119 1.112 1.199 -0.20 -0.03 0.04
C 3.319 1.953 0.883 -0.01 -0.02 0.11
C 4.248 1.515 -0.057 -0.02 -0.10 0.00
C 5.404 2.237 -0.292 -0.04 -0.02 0.01
C 5.658 3.399 0.418 0.04 0.04 -0.01
C 4.741 3.842 1.356 0.02 0.12 0.00
C 3.574 3.130 1.582 -0.05 -0.05 -0.03
H 0.869 3.654 0.126 -0.13 -0.10 -0.03
H -0.469 3.036 1.123 0.07 -0.10 -0.17
H -0.699 3.268 -0.635 0.17 -0.12 0.12
H 2.190 2.358 -1.836 -0.07 -0.12 0.00
H 0.752 1.677 -2.649 0.05 -0.05 0.29
H 2.132 0.625 -2.269 -0.18 0.11 0.35
H 2.432 0.072 1.363 -0.23 0.18 -0.22
H 1.625 1.453 2.122 0.06 -0.09 -0.27
H 4.091 0.583 -0.590 -0.06 0.01 0.04
H 6.111 1.867 -1.018 0.13 0.00 -0.08
H 6.572 3.949 0.251 0.06 0.06 -0.02
H 4.939 4.738 1.927 0.01 0.07 0.02
H 2.874 3.475 2.333 -0.06 -0.01 0.04

***

Entry 2:
17
Properties=species:S:1:pos:R:3:forces:R:3 method="wB97M-V/def2-TZVPD" e_above_lowest_kj_mol=141.2 e_lumo_ev=0.6 homo_ev=-10.60 smiles="O=CO.O.O.O.O" homo_lumo_gap_ev=11.21 e_tot_ev=-13483.84061
O -0.167 -3.204 1.073 -0.01 -0.04 -0.14
C 0.739 -2.425 1.099 -0.27 -0.15 0.02
O 0.592 -1.119 0.818 -0.34 -0.77 -0.62
H 1.771 -2.757 1.252 0.24 0.13 0.22
H 0.642 -0.483 1.565 0.56 0.47 0.25
H -0.959 2.219 -0.437 0.38 0.12 -0.05
H -1.650 3.033 0.656 0.33 -0.08 0.05
O -0.782 2.677 0.412 -0.63 -0.30 -0.30
H -0.305 1.189 -3.048 -0.08 0.12 0.24
H -0.451 0.173 -1.919 -0.38 0.64 -0.62
O -0.720 1.064 -2.187 -0.60 2.74 0.04
H -0.217 -1.315 -1.069 0.34 0.09 0.59
H -0.446 -1.959 -2.382 -0.16 0.02 -0.53
O -0.148 -1.124 -2.012 0.79 -3.44 0.64
H 1.298 1.606 2.583 -0.20 0.64 -0.27
H 0.083 1.402 1.495 -0.13 1.49 -0.21
O 0.719 1.023 2.102 0.16 -1.68 0.70